The following is a quantum chemistry calculation of C49H39CrN5O4PS as an isolated structure, from OMol25.

Summary:
Highest occupied orbital energy (alpha / beta): -0.2691 / -0.2651 Ha
LUMO energy (alpha / beta): -0.067 / -0.105 eV
Relative energy (zero: lowest compared OMol25 entry of this formula, charge and spin): 0.0 kJ/mol
F_max: 0.53 eV Å⁻¹
DFT total energy: -115633.5940 eV
Orbital gap (alpha / beta): 7.25 / 7.11 eV

ORCA input file:
```
! RIJCOSX wB97M-V def2-TZVPD def2/J DEFGRID3
* xyz 0 2
Cr -0.047 -0.293 -0.042
C 2.077 -1.355 3.805
C 1.162 -1.468 2.626
N 0.821 -0.464 1.909
N 1.322 0.761 2.341
C 0.981 1.721 1.530
O 0.245 1.584 0.483
C 1.456 3.098 1.839
C 1.049 4.153 1.029
C 1.476 5.445 1.299
C 2.317 5.687 2.375
C 2.735 4.633 3.178
C 2.308 3.343 2.913
C 0.665 -2.813 2.239
C 1.448 -3.943 2.470
C 0.969 -5.177 2.077
C -0.280 -5.254 1.478
C -0.985 -4.079 1.288
N -0.530 -2.884 1.654
H 1.910 -0.415 4.323
H 3.113 -1.352 3.454
H 1.939 -2.191 4.488
H 0.404 3.945 0.185
H 1.158 6.262 0.663
H 2.655 6.695 2.584
H 3.400 4.819 4.012
H 2.629 2.511 3.525
H 2.431 -3.845 2.905
H 1.566 -6.067 2.227
H -0.697 -6.199 1.159
H -1.964 -4.093 0.819
C 4.814 -3.577 -5.823
C 4.386 -2.952 -4.524
C 3.040 -2.782 -4.217
C 2.644 -2.220 -3.012
C 3.607 -1.814 -2.103
C 4.955 -1.967 -2.390
C 5.337 -2.538 -3.593
S 3.132 -1.137 -0.528
O 4.275 -0.399 -0.047
O 2.669 -2.235 0.282
N 1.870 -0.201 -0.856
C 2.012 0.790 -1.818
C 3.179 1.353 -2.293
C 3.154 2.310 -3.328
C 1.987 2.722 -3.906
C 0.768 2.172 -3.448
C -0.489 2.527 -3.984
C -1.625 1.943 -3.504
C -1.509 1.009 -2.460
N -0.363 0.672 -1.921
C 0.786 1.225 -2.406
H 3.979 -3.656 -6.517
H 5.210 -4.581 -5.660
H 5.600 -2.991 -6.303
H 2.288 -3.090 -4.934
H 1.595 -2.098 -2.775
H 5.693 -1.626 -1.675
H 6.390 -2.655 -3.819
H 4.126 1.072 -1.859
H 4.096 2.723 -3.664
H 1.975 3.455 -4.702
H -0.531 3.261 -4.781
H -2.604 2.189 -3.891
H -2.396 0.535 -2.059
O -0.310 -2.206 -1.136
C -1.258 -1.589 -0.687
C -2.685 -1.924 -0.610
C -3.319 -2.973 -1.267
C -4.670 -3.170 -1.035
C -5.359 -2.345 -0.147
C -4.716 -1.305 0.510
C -3.368 -1.079 0.260
P -2.257 0.190 0.979
C -2.978 1.777 0.433
C -4.009 1.892 -0.494
C -4.470 3.144 -0.885
C -3.907 4.291 -0.348
C -2.886 4.185 0.589
C -2.425 2.938 0.976
C -2.765 0.184 2.738
C -2.123 -0.672 3.627
C -2.514 -0.726 4.957
C -3.551 0.074 5.411
C -4.200 0.928 4.530
C -3.809 0.986 3.201
H -2.756 -3.616 -1.931
H -5.194 -3.975 -1.534
H -6.411 -2.521 0.036
H -5.259 -0.683 1.211
H -4.459 1.005 -0.923
H -5.272 3.218 -1.609
H -4.266 5.265 -0.653
H -2.442 5.074 1.017
H -1.630 2.869 1.707
H -1.334 -1.311 3.265
H -2.004 -1.396 5.638
H -3.853 0.037 6.450
H -5.009 1.558 4.878
H -4.310 1.671 2.529
*
```

***

The following is a quantum chemistry calculation of C49H40BF5InN3O4PS3Se as an isolated structure, from OMol25.

Summary:
Highest occupied orbital energy: -0.1526 Ha
LUMO energy: 1.919 eV
Relative energy (zero: lowest compared OMol25 entry of this formula, charge and spin): 0.0 kJ/mol
F_max: 0.29 eV Å⁻¹
DFT total energy: -190707.8093 eV
Orbital gap: 6.07 eV

ORCA input file:
```
! RIJCOSX wB97M-V def2-TZVPD def2/J DEFGRID3
* xyz -1 1
In 0.473 0.936 0.690
S 1.130 4.661 3.342
C 0.950 3.308 4.380
C 0.737 2.162 3.676
C 0.717 2.353 2.263
C 0.923 3.664 1.944
C 1.009 4.173 0.568
C 1.184 5.518 0.256
C 1.243 5.891 -1.076
C 1.129 4.921 -2.059
C 0.959 3.604 -1.664
N 0.899 3.244 -0.389
H 0.996 3.430 5.452
H 0.586 1.203 4.157
H 1.264 6.257 1.043
H 1.377 6.932 -1.343
H 1.177 5.169 -3.110
H 0.871 2.802 -2.386
O 2.372 -5.569 3.908
C 1.170 -5.429 3.170
C 1.030 -4.017 2.679
C -0.128 -3.629 2.018
C -0.232 -2.331 1.558
N 0.734 -1.426 1.727
C 1.854 -1.796 2.349
C 2.037 -3.084 2.841
C 2.916 -0.760 2.459
C 4.014 -0.903 3.292
C 4.963 0.109 3.348
C 6.177 -0.041 4.231
O 6.972 -1.168 3.897
C 4.768 1.230 2.556
C 3.649 1.290 1.739
N 2.746 0.319 1.695
H 2.463 -6.486 4.178
H 0.301 -5.674 3.789
H 1.163 -6.099 2.304
H -0.945 -4.322 1.855
H -1.115 -1.989 1.035
H 2.959 -3.371 3.324
H 4.141 -1.783 3.908
H 5.862 -0.216 5.261
H 6.761 0.884 4.212
H 7.250 -1.103 2.976
H 5.474 2.051 2.571
H 3.468 2.141 1.093
F 8.478 0.430 1.341
C 7.344 0.459 0.612
C 6.565 -0.676 0.498
F 6.963 -1.800 1.126
C 5.396 -0.649 -0.237
F 4.690 -1.786 -0.289
C 4.932 0.504 -0.875
Se 3.288 0.580 -1.792
C 5.751 1.630 -0.725
F 5.379 2.809 -1.243
C 6.933 1.618 -0.013
F 7.664 2.737 0.127
C -2.533 -3.322 -6.958
C -2.558 -3.475 -5.436
C -4.022 -3.430 -4.978
C -1.962 -4.845 -5.085
C -1.761 -2.375 -4.725
C -1.083 -1.375 -5.420
C -0.355 -0.371 -4.779
C -0.328 -0.401 -3.408
O 0.280 0.451 -2.526
B -0.011 -0.026 -1.249
O -0.804 -1.177 -1.357
C -0.990 -1.392 -2.700
C -1.711 -2.381 -3.323
H -3.119 -4.125 -7.411
H -1.517 -3.387 -7.353
H -2.968 -2.372 -7.274
H -4.602 -4.205 -5.488
H -4.470 -2.460 -5.205
H -4.112 -3.601 -3.904
H -2.524 -5.642 -5.580
H -1.992 -5.030 -4.009
H -0.919 -4.906 -5.406
H -1.113 -1.363 -6.501
H 0.169 0.396 -5.334
H -2.221 -3.135 -2.734
S -2.330 2.885 -0.441
P -3.272 1.657 0.777
S -2.158 0.297 1.753
C -4.548 0.750 -0.173
C -4.103 -0.166 -1.125
C -5.005 -0.843 -1.927
C -6.371 -0.622 -1.781
C -6.821 0.281 -0.830
C -5.912 0.967 -0.029
C -4.271 2.557 2.019
C -4.714 1.911 3.170
C -5.517 2.580 4.083
C -5.879 3.902 3.854
C -5.431 4.552 2.714
C -4.630 3.882 1.798
H -3.041 -0.345 -1.231
H -4.638 -1.539 -2.671
H -7.078 -1.151 -2.408
H -7.883 0.460 -0.707
H -6.278 1.674 0.704
H -4.411 0.887 3.352
H -5.854 2.071 4.978
H -6.502 4.425 4.570
H -5.701 5.587 2.537
H -4.261 4.379 0.909
*
```

***

The following is a quantum chemistry calculation of C49H40ClGeN2O2PReS as an isolated structure at a distorted geometry, from OMol25.

Summary:
Highest occupied orbital energy (alpha / beta): -0.2040 / -0.2655 Ha
LUMO energy (alpha / beta): 0.020 / -0.360 eV
Relative energy (zero: lowest compared OMol25 entry of this formula, charge and spin): 131.4 kJ/mol
F_max: 2.00 eV Å⁻¹
DFT total energy: -149826.3502 eV
Orbital gap (alpha / beta): 5.57 / 6.87 eV

ORCA input file:
```
! RIJCOSX wB97M-V def2-TZVPD def2/J DEFGRID3
* xyz 0 4
Re -0.004 -1.133 -1.792
C -1.882 -0.208 5.514
C -2.144 -0.799 4.156
C -1.794 -2.117 3.871
C -1.951 -2.627 2.595
C -2.476 -1.815 1.602
C -2.861 -0.511 1.866
C -2.698 -0.014 3.149
S -2.514 -2.422 -0.055
O -2.985 -3.781 -0.077
O -3.217 -1.450 -0.853
N -0.934 -2.378 -0.465
C -0.165 -3.471 -0.805
C -0.279 -4.815 -0.479
C 0.730 -5.663 -0.905
C 1.797 -5.167 -1.649
C 1.822 -3.825 -1.968
N 0.856 -2.994 -1.567
H -1.605 -0.977 6.234
H -2.757 0.323 5.892
H -1.063 0.512 5.446
H -1.379 -2.740 4.653
H -1.679 -3.649 2.361
H -3.277 0.097 1.072
H -2.994 1.006 3.370
H -1.135 -5.163 0.078
H 0.689 -6.714 -0.649
H 2.602 -5.811 -1.974
H 2.624 -3.387 -2.547
Cl 1.128 -0.198 -3.659
C 0.770 1.524 -3.687
C 1.646 2.369 -4.337
C 1.375 3.729 -4.348
C 0.240 4.209 -3.714
C -0.623 3.335 -3.068
C -0.377 1.965 -3.039
P -1.452 0.698 -2.209
C -2.679 0.435 -3.546
C -3.294 1.502 -4.200
C -4.165 1.272 -5.252
C -4.431 -0.028 -5.664
C -3.834 -1.095 -5.012
C -2.959 -0.863 -3.960
C -2.362 1.712 -1.005
C -3.753 1.690 -0.935
C -4.413 2.463 0.008
C -3.692 3.269 0.879
C -2.305 3.280 0.825
C -1.640 2.494 -0.104
H 2.536 1.974 -4.810
H 2.056 4.411 -4.840
H 0.027 5.270 -3.716
H -1.490 3.728 -2.553
H -3.093 2.517 -3.882
H -4.637 2.107 -5.755
H -5.109 -0.206 -6.489
H -4.050 -2.109 -5.323
H -2.509 -1.696 -3.434
H -4.314 1.049 -1.602
H -5.494 2.435 0.065
H -4.214 3.889 1.597
H -1.739 3.898 1.509
H -0.555 2.465 -0.127
C 1.013 0.274 -0.738
Ge 2.111 0.150 0.820
C 3.982 0.317 0.193
C 5.025 -0.416 0.755
C 6.319 -0.303 0.263
C 6.588 0.551 -0.796
C 5.558 1.292 -1.362
C 4.265 1.170 -0.873
C 1.701 1.717 1.949
C 0.489 1.753 2.639
C 0.137 2.859 3.399
C 0.982 3.960 3.456
C 2.180 3.945 2.757
C 2.541 2.826 2.017
C 2.037 -1.453 1.981
C 2.250 -2.725 1.451
C 2.232 -3.849 2.265
C 2.016 -3.715 3.630
C 1.820 -2.453 4.173
C 1.821 -1.334 3.352
H 4.819 -1.081 1.587
H 7.121 -0.880 0.709
H 7.596 0.637 -1.182
H 5.768 1.964 -2.185
H 3.455 1.735 -1.325
H -0.181 0.901 2.577
H -0.801 2.869 3.943
H 0.710 4.825 4.048
H 2.840 4.804 2.794
H 3.487 2.803 1.488
H 2.449 -2.836 0.391
H 2.401 -4.830 1.837
H 2.007 -4.590 4.269
H 1.670 -2.339 5.240
H 1.673 -0.350 3.784
*
```

***

The following is a quantum chemistry calculation of C49H40N5O9RuS5 as an isolated structure, from OMol25.

Summary:
Highest occupied orbital energy (alpha / beta): -0.1016 / -0.1086 Ha
LUMO energy (alpha / beta): 3.552 / 3.477 eV
Relative energy (zero: lowest compared OMol25 entry of this formula, charge and spin): 0.0 kJ/mol
F_max: 0.23 eV Å⁻¹
DFT total energy: -134105.6475 eV
Orbital gap (alpha / beta): 6.32 / 6.43 eV

ORCA input file:
```
! RIJCOSX wB97M-V def2-TZVPD def2/J DEFGRID3
* xyz -2 2
Ru -1.058 0.853 -1.445
C 2.615 -1.582 3.756
C 2.252 -0.342 2.962
C 2.964 0.892 3.498
O 2.563 -0.574 1.587
C 1.473 -0.147 0.756
C 0.430 0.374 1.757
O 0.862 -0.165 3.008
C -1.074 0.020 1.593
O -1.612 0.675 0.492
C -1.724 0.653 2.850
C -2.015 2.013 2.833
C -2.557 2.642 3.946
C -2.813 1.917 5.101
C -2.515 0.561 5.132
C -1.972 -0.062 4.018
C -1.395 -1.477 1.582
C -2.745 -1.812 1.474
C -3.163 -3.134 1.459
C -2.235 -4.166 1.544
C -0.891 -3.843 1.658
C -0.476 -2.516 1.690
C 1.926 0.887 -0.311
O 0.832 1.436 -0.941
C 2.712 2.043 0.337
C 2.040 3.215 0.673
C 2.710 4.275 1.270
C 4.072 4.185 1.525
C 4.755 3.031 1.170
C 4.081 1.970 0.583
C 2.847 0.232 -1.360
C 2.950 0.877 -2.592
C 3.705 0.337 -3.620
C 4.380 -0.865 -3.434
C 4.291 -1.510 -2.211
C 3.532 -0.965 -1.179
H 3.690 -1.760 3.696
H 2.085 -2.446 3.360
H 2.336 -1.444 4.801
H 4.041 0.799 3.355
H 2.748 0.988 4.564
H 2.623 1.792 2.990
H 1.097 -1.016 0.210
H 0.474 1.468 1.782
H -1.812 2.571 1.929
H -2.778 3.703 3.909
H -3.241 2.404 5.970
H -2.706 -0.017 6.028
H -1.738 -1.119 4.053
H -3.469 -1.009 1.382
H -4.218 -3.362 1.363
H -2.516 -5.210 1.487
H -0.167 -4.648 1.699
H 0.580 -2.309 1.784
H 0.984 3.282 0.449
H 2.165 5.175 1.530
H 4.598 5.012 1.987
H 5.821 2.953 1.354
H 4.623 1.073 0.315
H 2.381 1.785 -2.745
H 3.751 0.845 -4.575
H 4.961 -1.296 -4.241
H 4.802 -2.453 -2.055
H 3.463 -1.492 -0.237
O -4.512 4.485 -5.893
C -3.914 3.679 -5.217
S -4.665 2.709 -3.945
C -3.224 1.840 -3.448
C -2.083 2.137 -4.096
S -0.553 1.386 -3.721
S -2.186 3.348 -5.363
S -3.312 0.654 -2.169
N -3.980 7.154 -1.258
C -2.637 6.978 -1.076
O -1.863 7.909 -0.973
C -2.205 5.545 -1.006
C -2.997 4.563 -0.426
C -2.580 3.246 -0.486
N -1.460 2.888 -1.118
C -0.663 3.835 -1.621
C -0.996 5.177 -1.574
H -4.278 8.090 -1.476
H -4.529 6.394 -1.623
H -3.927 4.806 0.070
H -3.142 2.435 -0.047
H 0.247 3.475 -2.079
H -0.343 5.922 -2.005
O -0.150 -9.112 0.853
S -1.209 -8.421 0.139
O -1.950 -7.464 0.939
O -2.029 -9.265 -0.713
C -0.303 -7.402 -1.074
N 0.568 -8.046 -1.855
C 1.218 -7.307 -2.740
C 1.031 -5.941 -2.866
C 0.105 -5.369 -2.006
N -0.566 -6.102 -1.118
C -0.192 -3.913 -2.010
C 0.739 -2.969 -2.424
C 0.432 -1.625 -2.315
N -0.717 -1.190 -1.796
C -1.645 -2.098 -1.469
C -1.422 -3.457 -1.555
H 1.922 -7.830 -3.382
H 1.566 -5.354 -3.599
H 1.713 -3.258 -2.796
H 1.126 -0.863 -2.631
H -2.584 -1.710 -1.107
H -2.178 -4.156 -1.230
*
```